Entry from the Open Molecules 2025 dataset: 2 unconnected molecules or ions with the total composition C12H12NO (wB97M-V/def2-TZVPD).

Values from the calculation:
spin multiplicity = 1
ΔE to the lowest compared entry with this formula, charge and spin = 7.5086 eV
LUMO energy (alpha / beta) = -5.08 / -5.62 eV
maximum force = 4.58 eV/A
HOMO energy (alpha / beta) = -12.723 / -11.195 eV
total charge = +1
orbital gap (alpha / beta) = 7.6 / 5.6 eV

Geometry as XYZ:
```
26
Properties=species:S:1:pos:R:3:forces:R:3
C -3.510 -1.547 -0.174 1.567 2.425 0.563
C -2.421 -1.718 -1.041 0.520 -0.156 1.189
C -3.543 -0.419 0.699 -0.059 -0.596 -1.259
C -1.341 -0.838 -1.032 -0.752 -0.146 1.103
C -2.554 0.542 0.675 -0.314 -1.672 -0.704
C -1.379 0.363 -0.170 -2.263 -0.446 -0.167
C 3.722 -0.301 -0.980 -1.479 -1.141 -0.236
C 2.552 0.420 -0.900 -1.051 3.324 0.640
C 4.049 -1.021 0.193 -0.799 -0.231 0.720
C 3.274 -0.988 1.307 -0.512 2.131 -3.958
C 1.798 0.474 0.349 -0.604 1.318 -4.129
C -0.551 2.545 0.337 -3.052 2.460 2.363
N -0.590 1.385 -0.353 2.639 -3.212 -1.643
O 2.117 -0.241 1.306 1.234 -1.797 2.707
H -4.305 -2.216 -0.183 -1.223 -1.151 0.043
H -2.357 -2.703 -1.498 0.138 0.449 -0.542
H -4.440 -0.228 1.266 -0.053 -0.094 0.223
H -0.460 -1.214 -1.544 0.146 0.812 -0.061
H -2.858 1.431 1.187 0.787 0.638 0.251
H 4.214 -0.603 -1.918 0.054 0.954 0.484
H 2.164 1.306 -1.529 0.893 -2.218 0.100
H 4.857 -1.701 0.229 0.976 -0.356 -0.047
H 3.493 -1.355 2.205 0.592 -1.766 3.376
H 0.368 3.040 0.078 -0.114 0.861 0.131
H -0.744 2.508 1.470 0.674 -0.229 -1.304
H -1.555 3.080 0.020 2.056 -0.161 0.159
```
Positions in Å, forces in eV/Å.

How positive or negative is each atom? The Mulliken charges in e answer that: -0.37 -0.54 -0.71 -0.25 -0.21 0.86 -0.28 -0.17 -0.25 -0.38 0.19 -0.94 -0.19 -0.23 0.46 0.33 0.36 0.35 0.34 0.39 0.34 0.39 0.52 0.31 0.32 0.36

---

Entry from the Open Molecules 2025 dataset: 2 unconnected molecules or ions with the total composition C12H12O2 (wB97M-V/def2-TZVPD).

Values from the calculation:
spin multiplicity = 1
ΔE to the lowest compared entry with this formula, charge and spin = 0.8628 eV
LUMO energy = 0.79 eV
maximum force = 3.78 eV/A
HOMO energy = -8.486 eV
orbital gap = 9.3 eV

Geometry as XYZ:
```
26
Properties=species:S:1:pos:R:3:forces:R:3
O 1.428 3.832 3.300 0.125 0.460 -0.035
C 0.122 1.699 -0.037 1.861 0.216 0.907
C 1.553 1.957 0.146 -2.217 1.192 0.422
C -0.806 2.015 1.004 1.100 -0.605 0.066
C 1.933 2.731 1.249 -1.047 -0.498 0.164
C -0.359 2.625 2.204 0.885 0.171 -0.491
C 0.976 3.033 2.270 1.288 0.389 -1.200
H 2.164 4.410 2.983 -0.894 -0.927 0.321
H -0.068 1.212 -1.003 -0.552 0.544 1.115
H 2.282 1.720 -0.640 -0.486 0.001 0.363
H -1.858 1.701 1.015 0.493 0.191 -0.577
H 2.945 3.145 1.353 -0.345 -0.417 -0.003
H -0.985 2.857 3.076 0.017 -0.180 -0.666
O -2.666 -3.867 -0.346 0.459 -0.769 0.025
C 0.594 -1.719 -1.969 0.487 -1.101 -0.126
C 0.745 -3.122 -1.770 -1.592 1.479 1.572
C -0.606 -1.035 -1.687 -1.067 -1.701 1.028
C -0.326 -3.803 -1.132 0.421 -1.047 -0.534
C -1.687 -1.760 -1.028 1.846 -1.134 -1.542
C -1.557 -3.205 -0.862 -1.142 3.606 0.116
H -3.560 -3.451 -0.405 1.702 0.158 -0.288
H 1.521 -1.219 -2.279 -0.760 0.222 -0.238
H 1.716 -3.613 -1.919 -0.626 0.215 -0.027
H -0.693 0.028 -1.945 -0.191 -0.915 0.196
H -0.170 -4.858 -0.868 -0.308 0.374 -0.223
H -2.638 -1.314 -0.710 0.540 0.076 -0.345
```
Positions in Å, forces in eV/Å.

How positive or negative is each atom? The Mulliken charges in e answer that: -0.55 -0.18 -0.63 -0.24 -0.50 -0.44 0.80 0.32 0.13 0.34 0.31 0.21 0.36 -0.55 -0.22 -0.49 -0.75 -0.38 -0.43 0.60 0.33 0.30 0.33 0.74 0.34 0.25

---

Entry from the Open Molecules 2025 dataset: C12H12P2 in the gas phase (wB97M-V/def2-TZVPD).

Values from the calculation:
spin multiplicity = 1
ΔE to the lowest compared entry with this formula, charge and spin = 4.0762 eV
LUMO energy = 0.02 eV
maximum force = 1.19 eV/A
HOMO energy = -7.901 eV
orbital gap = 7.9 eV

Geometry as XYZ:
```
26
Properties=species:S:1:pos:R:3:forces:R:3
C 2.539 -2.312 0.532 0.449 0.188 0.383
C 3.114 -1.156 0.865 0.018 -0.143 0.127
C 1.474 -2.361 -0.441 -0.432 0.253 -0.453
C 2.712 0.151 0.258 0.057 0.139 0.019
C 0.953 -1.236 -0.949 -0.128 -0.544 -0.113
C 1.410 0.073 -0.508 0.089 0.466 0.102
C -1.355 2.505 -0.330 -0.459 0.134 0.305
C -0.171 2.077 -1.066 0.403 0.036 -0.162
C -2.086 1.876 0.591 0.041 0.242 -0.069
C 0.672 1.125 -0.763 -0.167 -0.261 0.001
C -1.919 0.495 1.162 0.210 -0.007 0.142
C -2.983 -0.338 0.557 -1.102 -0.431 -0.147
P -3.095 -1.420 -0.900 0.215 -0.124 -0.190
P -4.611 -0.695 0.528 0.851 0.301 0.305
H 2.857 -3.243 0.978 0.123 -0.034 0.096
H 3.922 -1.116 1.581 0.065 -0.116 0.079
H 1.091 -3.329 -0.730 -0.106 -0.028 -0.106
H 3.511 0.476 -0.423 -0.042 0.001 0.038
H 0.125 -1.254 -1.644 -0.052 -0.101 -0.052
H -1.699 3.489 -0.632 -0.085 0.008 0.072
H 0.028 2.669 -1.956 0.074 -0.100 -0.067
H -2.974 2.378 0.957 -0.003 0.127 -0.020
H -0.934 0.084 0.939 -0.059 -0.003 0.057
H -2.050 0.540 2.249 0.052 0.002 -0.081
H -3.178 -0.398 -1.889 -0.047 0.028 -0.165
H 2.647 0.920 1.034 0.036 -0.033 -0.101
```
Positions in Å, forces in eV/Å.

How positive or negative is each atom? The Mulliken charges in e answer that: -0.24 -0.62 -0.45 -0.66 -0.43 0.46 -0.36 -0.70 -0.42 -0.01 0.13 0.12 -0.19 -0.15 0.37 0.37 0.39 0.33 0.55 0.29 0.34 0.35 -0.10 0.31 0.00 0.34